ORCA calculation (the ωB97M-V functional and the def2-TZVPD basis) on 6 unconnected molecules or ions with the total composition C19H51BBrClO24P5S at a distorted geometry.

Computed properties:
Highest occupied orbital energy = -0.411 Ha
Orbital gap = 6.963 eV
Calculated total energy = -7723.97382 Ha
Molar mass = 976.70 g mol⁻¹
Charge = +1

Structure (XYZ):
```
103
C19H51BBrClO24P5S (the ωB97M-V functional and the def2-TZVPD basis)
H -3.4571 -2.6291 0.2401
O 4.2272 -2.0937 -4.4106
H 4.4978 -0.9337 9.5579
C 2.7318 -6.9878 -5.3821
H 6.9956 0.9196 3.4742
O -3.7002 5.2487 -5.1166
H -1.8963 1.5434 -3.8642
P -0.6902 0.3956 -1.6116
S 2.6936 -4.1640 -5.3408
O -5.5907 -4.1736 0.9636
O -0.3418 -1.1880 -1.1167
Cl 2.0452 -4.3745 -1.6702
O 6.1266 1.2113 1.6192
H -0.7757 2.0731 9.0388
O -4.7239 7.4628 -6.0127
H 4.1017 4.2956 -0.1899
C -4.4817 6.9090 -3.0915
C -5.1318 4.0322 -7.3227
P 4.8386 2.1869 1.4259
P -4.3944 -5.0237 1.2472
C -1.2465 2.2890 -3.4067
O 3.6584 1.4692 0.8479
H -5.7379 3.5240 -6.5753
C -5.7994 8.4093 -5.9085
H 0.7523 -3.4745 -4.1889
H -1.6164 -4.8089 3.2579
H -4.3923 -3.2017 -1.1751
H -6.1456 -7.1506 1.2385
H 8.1012 1.4062 2.1756
C -0.1642 1.5178 9.7499
H 4.2105 -0.7194 11.2933
H -1.7355 3.2630 -3.4527
H -4.9792 7.5055 -2.3265
C -6.1780 -6.7112 2.2334
H 2.7838 0.9616 3.2961
C 1.1690 -4.4718 -4.3989
H 5.3496 4.1997 -1.4430
O -3.3495 -4.3076 2.2682
O -1.0118 1.9974 -2.0304
O 1.9400 2.6468 8.3766
O -4.9996 -5.9341 2.5022
C -3.2168 0.6203 -0.9399
H -2.7348 1.0764 -0.0751
H -6.2306 -7.5093 2.9714
O -2.2593 -0.0096 -1.8087
O 0.0854 0.1666 -2.8962
O 5.5152 2.7620 0.0148
H 3.9651 0.9091 4.6084
H 1.1287 -2.3705 -0.3281
O 0.7529 0.6795 9.0289
P -4.9719 5.9417 -5.4954
H -5.8438 8.9856 -6.8305
C 1.3363 -5.1928 -3.0587
Br 3.7636 -8.0774 -4.1363
C 7.1130 1.5642 2.6034
H -3.9278 -0.1294 -0.5976
H 4.3053 0.0436 3.0970
C 4.1058 -0.2561 10.3141
C -3.4962 -3.3510 -0.5757
H 2.4706 2.7261 6.3821
H 1.6033 -0.6788 -0.5483
H 1.0718 3.6954 6.8647
H -5.6016 9.0850 -5.0766
H 4.5012 -5.7523 -5.5924
H -1.3892 -3.9357 1.7300
H 0.3500 2.2241 10.4015
C 4.6942 3.6164 -0.7989
H 0.4444 -4.9549 -5.0547
H 0.9017 1.9363 6.7173
O 4.6949 -4.1435 -3.2897
H 4.0372 3.0089 -1.4189
O -5.4866 6.4787 -4.0025
H -1.8322 -5.6549 1.7143
H -4.1217 3.6263 -7.3176
H -4.0122 6.0516 -2.6137
H 7.0254 2.6036 2.9185
H 1.4530 -1.7595 -1.9575
C 3.4580 -5.7392 -5.9013
H 4.6676 0.6756 10.3018
H 3.3857 -5.7485 -6.9902
H -2.6279 -3.2014 -1.2191
O 4.4798 2.1213 3.0495
O 2.7078 -0.0287 10.0770
C 1.5788 2.7404 7.0057
O 0.9536 -6.2989 -2.9310
C 1.0435 -1.5074 -0.9824
P 2.3125 1.1261 8.9445
H -7.0594 -6.0805 2.3301
O -3.4516 -4.6865 -0.0883
H -5.5729 3.8716 -8.3048
H -3.7318 7.5219 -3.5911
O 3.0111 0.5457 7.7539
H -0.3040 2.3518 -3.9446
O -5.0820 5.4463 -7.0838
H 5.6148 -4.3154 -3.5247
C 3.8472 0.9356 3.5245
H 4.4976 -1.6665 -3.5854
H -0.8104 0.8844 10.3543
H -3.7523 1.3891 -1.4960
B 4.0423 -3.3934 -4.2056
H -6.7613 7.9226 -5.7480
O 1.6492 -7.3050 -5.7040
C -1.9730 -4.7072 2.2346
```

Atomic partial charges in e from the Mulliken method, atoms 1 to 4:
1. H 0.32
2. O -0.41
3. H 0.26
4. C 0.25